[1]
Density functional theory data (ωB97M-V/def2-TZVPD) for one molecule with the formula C3H3FN2S in a non-equilibrium geometry.

## Properties
M (g mol⁻¹): 118.1
SMILES: Fc1c[nH]c(=S)[nH]1
Energy (Eh): -723.68357
Frontier orbital gap (eV): 8.53
ΔE to the lowest compared entry with this formula, charge and spin (kcal per mole): 0.1

```
! RIJCOSX wB97M-V def2-TZVPD def2/J DEFGRID3
* xyz 0 1
F 2.2700 -1.0644 -0.0070
C 1.1296 -0.4076 -0.0029
C 0.8595 0.9031 -0.0016
N -0.5446 0.9921 -0.0036
C -1.1327 -0.2326 -0.0027
S -2.7489 -0.6120 -0.0031
N -0.0576 -1.0894 -0.0055
H 1.4809 1.7801 0.0295
H -1.0762 1.8447 -0.0306
H -0.1800 -2.1141 0.0276
*
```

---

[2]
Density functional theory data (ωB97M-V/def2-TZVPD) for one molecule with the formula C3H3FN4 in a non-equilibrium geometry.

## Properties
M (g mol⁻¹): 114.1
SMILES: F[C@@H]1Cn2nnnc21
Energy (Eh): -434.81965
Frontier orbital gap (eV): 10.63
ΔE to the lowest compared entry with this formula, charge and spin (kcal per mole): 84.0

```
! RIJCOSX wB97M-V def2-TZVPD def2/J DEFGRID3
* xyz 0 1
F 0.9401 2.1189 -0.1801
C -0.1369 1.1628 -0.4776
C -0.3126 0.5022 1.0380
N 0.4758 -0.6804 0.5360
N 0.3243 -2.0544 0.4215
N 0.2770 -2.3676 -0.9191
N 0.3526 -1.2780 -1.6836
C 0.3259 -0.3229 -0.8169
H -0.8986 1.3556 -1.1332
H 0.1528 1.0186 1.9749
H -1.5005 0.5453 1.2401
*
```

---

[3]
Density functional theory data (ωB97M-V/def2-TZVPD) for a 2-piece molecular cluster, C3H3FO overall in a non-equilibrium geometry.

## Properties
M (g mol⁻¹): 74.1
Energy (Eh): -291.16334
Frontier orbital gap (eV): 11.02
ΔE to the lowest compared entry with this formula, charge and spin (kcal per mole): 7.8

```
! RIJCOSX wB97M-V def2-TZVPD def2/J DEFGRID3
* xyz 0 1
C 3.0530 -0.2595 -0.5744
C -1.6075 0.6183 0.1909
C -0.7062 -0.3203 0.3910
O 4.0601 -0.0682 -1.0785
F -1.1073 -1.5830 0.5969
H -2.6278 0.2809 0.4501
H -1.3366 1.6778 -0.0995
H 0.2724 -0.3460 0.1235
*
```

---

[4]
Density functional theory data (ωB97M-V/def2-TZVPD) for one molecule with the formula C3H3FO3S in a non-equilibrium geometry.

## Properties
M (g mol⁻¹): 138.1
Energy (Eh): -839.71364
Frontier orbital gap (alpha / beta) (eV): 8.40 / 8.23
ΔE to the lowest compared entry with this formula, charge and spin (kcal per mole): 106.2

```
! RIJCOSX wB97M-V def2-TZVPD def2/J DEFGRID3
* xyz 0 1
C -0.3510 -1.0942 -0.8432
C -0.3111 -1.4057 0.5889
C -0.3293 1.4142 0.4703
O -1.1250 -1.6261 -1.6157
O 2.2343 0.9371 0.1475
O 0.5242 -0.2061 -1.3545
F 0.0176 2.2322 1.5104
S 1.0971 1.2031 -0.6759
H -1.2722 -1.7552 0.9658
H 0.7718 -1.3905 0.9457
H -1.2564 1.6912 -0.1392
*
```

---

[5]
Density functional theory data (ωB97M-V/def2-TZVPD) for one molecule with the formula C3H3FS2 in a non-equilibrium geometry.

## Properties
M (g mol⁻¹): 122.2
SMILES: FS/C=C/C=S
Energy (Eh): -1012.22371
Frontier orbital gap (eV): 8.18
ΔE to the lowest compared entry with this formula, charge and spin (kcal per mole): 57.4

```
! RIJCOSX wB97M-V def2-TZVPD def2/J DEFGRID3
* xyz 0 1
F 0.4877 -2.9782 -2.1618
S -0.4051 -2.4036 -0.9350
C 0.2021 -0.3750 -0.4788
C -0.4024 0.2094 0.4694
C 0.0798 1.4913 0.8830
S -0.8812 2.4257 1.7587
H 1.0655 -0.0504 -1.0845
H -1.2535 -0.0380 0.9700
H 1.1073 1.7188 0.5791
*
```

---

[6]
Density functional theory data (ωB97M-V/def2-TZVPD) for C3H3FeLiO4 as an isolated structure in a non-equilibrium geometry.

## Properties
M (g mol⁻¹): 165.8
Energy (Eh): -1687.67876
Frontier orbital gap (alpha / beta) (eV): 8.26 / 7.86

```
! RIJCOSX wB97M-V def2-TZVPD def2/J DEFGRID3
* xyz 2 5
C 1.6797 0.2207 -0.1461
C 0.6010 -0.7984 -0.3758
O -0.5715 -0.6419 0.4109
C -1.5238 0.3625 0.1586
O -1.2535 1.4071 -0.4060
O -2.6473 -0.0521 0.5301
O 1.5345 1.2786 0.4263
H 2.6706 -0.0863 -0.5342
H 1.0047 -1.7924 -0.1459
H 0.3615 -0.7852 -1.4525
Fe -1.9856 -1.6860 1.3926
Li 0.1298 2.5734 0.1419
*
```

---

[7]
Density functional theory data (ωB97M-V/def2-TZVPD) for C3H3FeO2 as an isolated structure in a non-equilibrium geometry.

## Properties
M (g mol⁻¹): 126.9
Energy (Eh): -1529.31240
Frontier orbital gap (alpha / beta) (eV): 9.29 / 7.68
ΔE to the lowest compared entry with this formula, charge and spin (kcal per mole): 97.0

```
! RIJCOSX wB97M-V def2-TZVPD def2/J DEFGRID3
* xyz 2 6
O 0.6741 -0.9280 0.3693
C -1.3449 0.6443 0.1114
C 0.2283 -0.8709 1.7568
C -0.5836 -0.1776 0.8114
H -1.1938 1.7006 -1.3941
H 0.9020 -0.3100 2.4117
H -0.0730 -1.8519 2.1346
O -0.7825 0.8069 -1.1928
Fe 0.9738 -0.0064 -1.2503
*
```

---

[8]
Density functional theory data (ωB97M-V/def2-TZVPD) for C3H3FeO2 as an isolated structure in a non-equilibrium geometry.

## Properties
M (g mol⁻¹): 126.9
Energy (Eh): -1528.67047
Frontier orbital gap (alpha / beta) (eV): 10.84 / 7.66
ΔE to the lowest compared entry with this formula, charge and spin (kcal per mole): 53.7

```
! RIJCOSX wB97M-V def2-TZVPD def2/J DEFGRID3
* xyz 3 7
C 0.6497 -0.0950 -1.4223
C 0.6991 0.2378 -0.1068
H -0.2847 -0.0586 -1.9849
H 1.6365 0.4027 0.4323
H 1.5676 -0.3630 -1.9468
O -0.7047 1.5821 0.5208
C -0.5542 0.3809 0.7778
O -1.3399 -0.4806 1.1845
Fe -1.6694 -1.6062 2.5454
*
```

---

[9]
Density functional theory data (ωB97M-V/def2-TZVPD) for C3H3GdO3 as an isolated structure in a non-equilibrium geometry.

## Properties
M (g mol⁻¹): 244.3
Energy (Eh): -1107.18491
Frontier orbital gap (alpha / beta) (eV): 6.04 / 8.11
ΔE to the lowest compared entry with this formula, charge and spin (kcal per mole): 81.3

```
! RIJCOSX wB97M-V def2-TZVPD def2/J DEFGRID3
* xyz 0 8
H -1.4814 0.1894 1.9848
O 0.3371 -0.3164 0.7618
C -0.4212 -1.1864 1.2209
O -1.5128 -0.7715 1.9064
O -0.3294 -2.4359 1.0716
Gd -0.0282 -3.9615 -1.0250
H 1.6176 1.9817 -2.0104
C 0.6841 2.2074 -1.2530
C 0.6007 3.0248 -2.1955
H 0.5336 1.2685 -0.4617
*
```

---

[10]
Density functional theory data (ωB97M-V/def2-TZVPD) for C3H3HoO3 as an isolated structure in a non-equilibrium geometry.

## Properties
M (g mol⁻¹): 252.0
Energy (Eh): -1287.78225
Frontier orbital gap (alpha / beta) (eV): 6.60 / 5.50

```
! RIJCOSX wB97M-V def2-TZVPD def2/J DEFGRID3
* xyz 4 5
O -2.8386 0.0341 1.1573
Ho -3.3868 -1.6001 -0.6299
O -3.3650 2.2173 1.2848
C -2.9310 1.1678 1.4402
O 0.6779 -0.2709 0.7506
C 1.5623 -0.6333 0.1569
H 3.1133 -1.1280 -0.7554
C 2.4115 -0.2209 -0.9022
H 1.8716 -0.3040 -1.8576
H 2.8848 0.7381 -0.6447
*
```